Entry w
Computed, not measured: a molecular structure, C36H54FN14O8PSc, with ωB97M-V/def2-TZVPD.

Geometry as XYZ:
```
115
Properties=species:S:1:pos:R:3:lowdin_charge:R:1
Sc -0.36195 0.56998 0.81331 1.0596
P -0.06693 -1.90615 3.38195 0.4644
F -7.43102 3.41684 2.01704 0.1365
O -3.60469 -0.03490 3.48204 0.0472
O -0.46982 -1.19295 2.11923 -0.3661
O -2.32740 1.69604 1.32657 -0.0285
O -7.81508 0.65270 1.89499 0.1527
O -0.21800 1.80397 -0.61219 -0.2046
O 1.37510 -2.10304 3.72392 -0.3187
O 3.66310 -5.83338 -0.57760 0.0944
O -0.82717 1.48537 2.89331 -0.0902
N -0.14254 0.20875 5.05371 0.1550
N 0.34518 -4.51924 3.94001 0.1544
N 2.85414 4.14420 2.27369 -0.0670
N -3.14753 2.31894 -1.66712 0.0748
N -4.81124 -1.17497 -4.00704 0.2509
N 2.88182 -3.71780 -0.54142 0.1339
N 1.78761 0.93695 0.99124 0.0248
N -2.63932 -0.72722 0.06050 0.0574
N 3.80215 1.61937 0.50990 0.1399
N 0.47585 -1.01816 -0.72100 -0.0022
N -4.29329 2.10320 3.17472 0.0087
N 2.12904 3.61517 3.39165 -0.0833
N 4.44854 -4.41778 -2.17262 0.1476
N -5.73212 0.34373 2.75682 0.2326
C -3.69774 -1.02129 -0.93257 -0.3225
C 2.68286 0.35967 1.87706 -0.1137
C 5.69609 -1.62009 -4.23924 -0.0244
C -6.48418 2.57112 2.38742 -0.1858
C -2.94345 2.53235 3.47468 -0.0051
C -4.54224 0.22935 -1.21025 -0.0923
C -0.87640 -1.06956 4.79713 -0.1709
C 2.02300 2.54136 -0.93283 -0.0848
C -6.80225 1.14394 2.30463 -0.3788
C 1.93939 -2.55935 -2.51624 0.0361
C 0.40535 -0.77976 -2.03594 -0.1419
C 5.74624 -0.93972 -1.95539 -0.0376
C 0.22485 3.35400 -2.33795 0.0008
C -3.19901 0.61128 -3.36539 -0.0852
C -0.73529 -3.64096 3.35979 -0.1418
C -1.98404 1.86153 2.51015 -0.5713
C 3.93397 0.78516 1.58878 -0.0481
C -3.39242 -0.88520 -3.50768 -0.2591
C -3.09614 -1.63485 -2.21604 -0.0806
C -3.98562 1.26966 -2.21141 -0.3560
C 5.97715 -0.63615 -3.29216 -0.2687
C 2.90819 3.34999 -1.65676 -0.0194
C 6.55076 0.68893 -3.71028 -0.0406
C 4.95949 -3.13370 -2.52187 -0.2684
C 3.67620 -4.74261 -1.10198 -0.5187
C 2.47034 4.14190 -2.69679 -0.0616
C 1.29616 -1.97706 -0.30033 -0.0677
C 2.06558 -2.77588 -1.14434 -0.1977
C -4.49819 0.75145 3.16973 -0.4675
C 1.11200 -1.53840 -2.95081 -0.0096
C 5.18599 -2.85069 -3.86462 -0.0212
C 5.25615 -2.17749 -1.56255 -0.0236
C -5.29013 2.99777 2.79946 0.0771
C 2.50347 1.71422 0.17176 -0.2487
C 1.11978 4.14117 -3.03587 -0.0478
C 0.66514 2.55049 -1.28647 -0.3021
H -2.29155 -1.60050 0.44878 0.0778
H 2.37367 -0.34190 2.63205 0.0755
H -2.00940 -1.61808 -2.12519 0.1005
H 2.48092 -3.16130 -3.22771 0.1170
H -1.91569 -0.82602 4.57283 0.0827
H 6.59433 1.38479 -2.87329 0.0697
H -4.97893 -0.70608 -4.90063 0.1813
H -0.89441 -3.93124 2.32302 0.1089
H 4.97154 -3.60294 -4.61504 0.1233
H -5.05020 4.05003 2.85201 0.1564
H 0.52135 -5.35638 3.38251 0.1745
H -0.81329 -1.69555 5.68695 0.1166
H 2.80958 3.18827 4.00769 0.0577
H -2.35134 1.96039 -1.15031 0.0322
H -0.33529 0.88087 4.24202 0.0929
H -0.20863 0.05738 -2.33948 0.0964
H -5.53168 -0.10928 -1.54771 0.1125
H -2.67260 2.31364 4.50673 0.1422
H -3.66796 2.93139 -1.05210 0.0904
H -0.45418 0.64291 5.92255 0.1717
H -0.83285 3.35513 -2.57339 0.1052
H 1.20191 -3.91667 3.97011 0.1243
H -5.91488 -0.65040 2.79146 0.1751
H 4.54590 2.16017 0.10367 0.1543
H 4.88612 0.57551 2.04180 0.1284
H 3.30089 5.02652 2.50498 0.0762
H -2.13341 0.76288 -3.17866 0.1141
H 3.96146 3.37501 -1.40659 0.1100
H -4.75610 0.73896 -0.26702 0.1144
H 0.76578 4.76729 -3.84402 0.1177
H 1.38317 -2.10312 0.77289 0.0959
H 7.56491 0.56734 -4.09302 0.0936
H 0.13456 -4.82739 4.89005 0.1744
H 5.95680 1.14394 -4.50355 0.0848
H 1.67575 4.35470 3.92148 0.0641
H 5.88378 -1.42187 -5.28753 0.1244
H -2.75700 -1.27430 -4.30355 0.1592
H -3.36881 -2.68898 -2.31539 0.1285
H -4.96378 -2.17608 -4.14559 0.1784
H -4.85654 1.77684 -2.63485 0.1447
H -5.51288 -0.83737 -3.34410 0.1522
H 4.92327 -5.22099 -2.56068 0.1679
H -3.07490 -0.23865 0.83938 0.0512
H 0.86535 0.04568 5.12764 0.1567
H -3.40098 1.12445 -4.30822 0.1341
H 5.12706 -2.40130 -0.51216 0.1151
H 1.03125 -1.32136 -4.00728 0.1225
H 2.61064 -3.98570 0.39077 0.1389
H -4.38004 -1.76236 -0.50435 0.1413
H 5.99611 -0.20846 -1.19476 0.1030
H 3.17071 4.76249 -3.23723 0.1153
H -2.87440 3.60906 3.31796 0.1543
H -1.66480 -3.78480 3.90614 0.1155
H 2.18426 4.33122 1.53754 0.0595
```

Calculated values
Frontier orbital gap in eV: 7.2237
LUMO energy in eV: -6.7464
Charge: +3
HOMO energy in hartree: -0.5134

***

Entry x
Computed, not measured: a molecular structure, C36H54FN14O8PSc, with ωB97M-V/def2-TZVPD.

Geometry as XYZ:
```
115
Properties=species:S:1:pos:R:3:lowdin_charge:R:1
Sc 0.42174 0.39204 0.97221 1.0738
P 1.90062 -2.15661 -1.09569 0.4824
F 4.80924 4.41522 3.72368 0.1242
O 1.06601 1.19437 2.54031 -0.2101
O 2.00225 1.79052 0.19688 -0.0935
O 2.79934 1.52682 -1.86560 -0.0445
O 0.85162 -2.57721 -2.05541 -0.2878
O 0.18029 -5.79221 -1.20291 0.0230
O 1.56217 -0.95877 -0.22795 -0.3900
O 4.11259 2.22165 5.35337 0.1542
O 3.67425 -0.39656 1.65862 0.0275
N 4.42705 1.73554 1.36597 0.0124
N -1.27674 2.31988 1.03015 0.0569
N -0.20673 1.30204 -1.52376 0.0603
N -0.87454 5.81035 -1.77524 0.2489
N 0.92029 -3.07792 2.73249 -0.0216
N -1.46219 -4.43955 -0.46266 0.1628
N 4.00363 0.92466 3.48688 0.2397
N 1.58682 -4.45478 0.53703 0.1062
N -1.38204 -5.24240 -2.71741 0.1743
N -1.22963 -0.13705 2.85478 0.0398
N -1.72992 -0.81188 0.01014 0.0273
N -2.19842 0.10262 4.81329 0.1368
N 1.17546 -1.67797 2.55434 -0.0362
N 3.07721 -0.98589 -3.24847 0.1529
C -1.27747 0.60850 3.95870 -0.2603
C -0.87452 2.72874 5.21712 -0.0113
C -4.31916 -4.03743 -4.63308 -0.0183
C -3.81894 -1.60390 -0.86591 -0.0057
C -1.92883 -3.04708 -3.64974 -0.0344
C -2.07079 -3.15573 -0.48173 -0.2047
C 4.23459 2.13932 4.16455 -0.3871
C 3.43270 -1.89506 -2.12595 -0.1740
C -3.47830 -4.86599 -3.90874 -0.0059
C -0.12634 4.16023 -0.06913 -0.0860
C 0.04183 3.58643 -2.52246 -0.0651
C 4.67991 2.98062 1.91570 0.0602
C 4.36906 1.55589 -0.06790 -0.0176
C -2.97796 -0.60160 -0.42094 -0.1177
C -2.02796 2.92354 -1.24251 -0.0961
C -1.48317 3.44232 0.09562 -0.3174
C -0.17884 3.90603 5.40226 -0.0526
C -2.78231 -2.22593 -4.37107 -0.0393
C -4.88301 -1.83652 -5.71512 -0.0370
C 4.60373 3.20113 3.23013 -0.2046
C -0.91736 2.42683 -2.16612 -0.3139
C -0.84178 -5.14719 -1.49629 -0.4875
C -2.28336 -4.36686 -3.40900 -0.2523
C 2.58089 -3.55970 -0.09194 -0.1768
C -1.31484 -2.08538 -0.00286 -0.1255
C -3.36445 -2.90910 -0.91090 0.0306
C -2.15759 -1.14437 3.03880 -0.1347
C 2.93638 1.60856 -0.61416 -0.5798
C 0.12132 4.69624 -1.46662 -0.2423
C 0.87567 4.21694 4.54956 -0.0372
C -2.76232 -1.00871 4.24667 -0.0447
C -3.98518 -2.70683 -4.88169 -0.2636
C -0.50245 1.81648 4.22411 -0.0995
C 3.99650 0.68586 2.14518 -0.4597
C 0.62275 2.08828 3.42285 -0.3347
C 1.25519 3.32794 3.56161 -0.0103
H -4.82408 -1.36216 -1.18148 0.1271
H -0.07249 -3.17974 2.91980 0.0932
H 3.18187 -4.14015 -0.79019 0.1104
H -5.89493 -1.80344 -5.31037 0.0888
H -3.99104 -3.71088 -1.27674 0.1375
H 0.76176 1.29022 -1.83776 0.0440
H -2.41679 0.45844 5.72913 0.1653
H 4.27935 -1.50646 -1.56512 0.1114
H 4.78829 0.57770 -0.29473 0.1292
H 0.65247 3.41979 0.11422 0.1012
H 1.09798 5.17516 -1.51428 0.1622
H 1.40160 5.15658 4.65653 0.1219
H 0.99277 -1.16625 3.41233 0.0850
H 1.04628 3.17982 -2.64474 0.1164
H -2.49112 -1.19949 -4.56684 0.1071
H -0.69797 6.23324 -2.68813 0.1801
H 2.15547 -1.27462 -3.59507 0.1480
H -4.95674 -2.23509 -6.72810 0.0952
H -5.24432 -4.43744 -5.02973 0.1278
H -0.61887 0.42910 -1.84011 0.0777
H 3.74710 -1.02183 -4.01415 0.1731
H -0.00975 4.94577 0.68260 0.1356
H -2.72224 2.11021 -1.04677 0.0935
H -0.90284 -5.91916 -3.29541 0.1735
H 3.69515 -2.86546 -2.54321 0.1121
H -2.62226 3.68726 -1.75647 0.1190
H -2.16564 1.87094 1.23654 0.0957
H 2.05562 -5.28549 0.89871 0.1694
H 3.70506 0.16513 4.08231 0.1732
H -0.81946 6.54891 -1.07057 0.1815
H -0.97578 -2.68543 -3.28619 0.0831
H -1.82623 5.44257 -1.76846 0.1488
H 3.24239 -3.13574 0.66759 0.1097
H -0.96225 2.71032 1.92010 0.0798
H -0.45819 4.58594 6.19477 0.1187
H 1.40382 -3.42646 3.55747 0.1218
H -3.74544 -5.90131 -3.73522 0.1274
H -0.31553 -2.28103 0.36615 0.0670
H 4.96434 2.31507 -0.57057 0.1464
H -3.53219 -1.58443 4.72987 0.1289
H -0.94084 -4.59332 0.38554 0.1248
H -1.38018 2.08682 -3.09585 0.1459
H -2.32958 -1.90863 2.30037 0.0903
H 0.84353 -4.82338 -0.14476 0.0699
H -1.73791 2.52508 5.83888 0.1154
H 2.16190 -1.54511 2.33509 0.0478
H 2.06351 3.56096 2.87764 0.1105
H 3.01877 0.01523 -2.86458 0.1323
H -0.24208 4.01192 -3.48876 0.1309
H -3.33698 0.41802 -0.39420 0.0945
H -4.49788 -0.82022 -5.78280 0.0748
H 4.94474 3.77791 1.23554 0.1563
H 1.14064 -3.95222 1.34723 0.0573
H -2.21679 4.13743 0.51889 0.1492
```

Calculated values
Frontier orbital gap in eV: 8.0141
LUMO energy in eV: -6.5757
Charge: +3
HOMO energy in hartree: -0.5362

***

Relative to the most stable one, in hartree, the structures come out at entry w 0.0058; entry x 0.0000.

***

Entry w
Computed, not measured: 2 unconnected molecules or ions with the total composition C4H2IPS, with ωB97M-V/def2-TZVPD.

Geometry as XYZ:
```
9
Properties=species:S:1:pos:R:3:lowdin_charge:R:1
I -0.82392 -2.94856 1.64152 0.0440
S -1.08197 2.59222 -1.19581 0.1918
P -0.75143 0.68319 -0.41068 0.4079
C 0.24297 0.76097 2.36566 0.0248
C 0.65136 -0.95163 -2.39996 0.0775
C -0.00842 0.75194 1.16691 -0.4465
C 0.19386 -0.24015 -1.50494 -0.4272
H 0.31083 0.70279 3.52732 0.0893
H 1.26673 -1.35077 -3.19003 0.0384
```

Calculated values
Frontier orbital gap (alpha / beta) in eV: 6.9298 / 5.4696
LUMO energy (alpha / beta) in eV: -2.3906 / -3.2663
Charge: 0
HOMO energy (alpha / beta) in hartree: -0.3425 / -0.3210

***

Entry x
Computed, not measured: 2 unconnected molecules or ions with the total composition C4H2IPS, with ωB97M-V/def2-TZVPD.

Geometry as XYZ:
```
9
Properties=species:S:1:pos:R:3:lowdin_charge:R:1
I 0.71705 -1.03897 3.41987 0.4638
S 2.82829 -0.03442 0.51720 0.2096
P 0.94310 -0.28711 1.06669 0.0059
C -0.60191 -1.40342 -1.60354 -0.1242
C -0.25030 2.38119 0.90675 0.1041
C -1.21618 -1.95429 -2.47746 -0.1779
C 0.19003 1.26277 1.06444 -0.4917
H -1.93842 -2.07739 -3.24474 -0.0235
H -0.67166 3.15165 0.35079 0.0340
```

Calculated values
Frontier orbital gap (alpha / beta) in eV: 5.0871 / 5.0874
LUMO energy (alpha / beta) in eV: -4.0442 / -4.0444
Charge: 0
HOMO energy (alpha / beta) in hartree: -0.3356 / -0.3356

***

Relative to the most stable one, in hartree, the structures come out at entry w 0.0000; entry x 0.1014.

***

Entry w
Computed, not measured: 2 unconnected molecules or ions with the total composition CHOPS, with ωB97M-V/def2-TZVPD.

Geometry as XYZ:
```
5
Properties=species:S:1:pos:R:3:lowdin_charge:R:1
S -0.16861 0.43102 2.51017 0.5938
P -2.08356 -1.37607 1.06097 0.7442
O -1.53695 -2.37501 0.16016 -0.4825
C -0.80592 -0.05728 1.14069 -1.0290
H 0.23778 0.20086 -0.23803 0.1735
```

Calculated values
Frontier orbital gap (alpha / beta) in eV: 7.0508 / 7.0517
LUMO energy (alpha / beta) in eV: -1.8905 / -1.8903
Charge: 0
HOMO energy (alpha / beta) in hartree: -0.3286 / -0.3286

***

Entry x
Computed, not measured: a molecular structure, CHOPS, with ωB97M-V/def2-TZVPD.

Geometry as XYZ:
```
5
Properties=species:S:1:pos:R:3:lowdin_charge:R:1
S 2.13944 1.06763 0.23579 0.4672
P 2.29509 -0.85816 -0.49333 0.7476
O 0.97134 -1.06919 1.22825 -0.2459
C 0.76554 -0.24326 0.26149 -1.0446
H -0.21516 0.03261 -0.10089 0.0758
```

Calculated values
Frontier orbital gap (alpha / beta) in eV: 7.7802 / 7.7806
LUMO energy (alpha / beta) in eV: -1.0934 / -1.0937
Charge: 0
HOMO energy (alpha / beta) in hartree: -0.3261 / -0.3261

***

Relative to the most stable one, in hartree, the structures come out at entry w 0.0541; entry x 0.0000.

***

Entry w
Computed, not measured: 2 unconnected molecules or ions with the total composition C4H10N2P, with ωB97M-V/def2-TZVPD.

Geometry as XYZ:
```
17
Properties=species:S:1:pos:R:3:lowdin_charge:R:1
P -1.48628 -1.34424 1.58730 0.9857
N 1.35611 -0.18544 -2.42976 -0.0018
N -0.58541 -0.28170 0.72654 -0.3130
C 2.28934 0.02466 -3.49271 -0.0195
C 0.69108 -0.52568 -1.54741 0.1456
C -0.83638 1.54329 2.42095 -0.0010
C -0.46838 1.08000 1.23005 -0.2599
H -1.09766 -1.25232 2.96615 0.0258
H -2.69964 -1.04043 1.83920 -0.0562
H 0.30753 1.54985 0.65323 0.0985
H 1.61403 0.07258 -4.33340 0.1054
H 2.89265 -0.78154 -3.80201 0.0939
H -1.39640 -2.69902 1.13973 0.0368
H -1.43224 0.78116 2.90395 -0.0030
H -0.10558 -0.49138 -0.27438 -0.0432
H 2.75688 0.89833 -3.22590 0.0761
H -0.70808 2.66197 2.78529 0.1296
```

Calculated values
Frontier orbital gap in eV: 10.1629
LUMO energy in eV: -2.8347
Charge: +1
HOMO energy in hartree: -0.4777

***

Entry x
Computed, not measured: 2 unconnected molecules or ions with the total composition C4H10N2P, with ωB97M-V/def2-TZVPD.

Geometry as XYZ:
```
17
Properties=species:S:1:pos:R:3:lowdin_charge:R:1
P 2.41046 -0.24010 1.36870 0.9806
N 0.89968 -0.17103 0.74215 -0.3048
N -2.30214 -0.54967 0.20468 -0.0392
C -3.23085 -0.72975 -0.80923 -0.0777
C 1.44890 1.36915 -0.97746 -0.0006
C 0.66038 0.50525 -0.46873 -0.3005
C -1.59405 -0.53240 1.09082 0.1230
H -3.44205 -1.81658 -1.16342 0.1411
H 3.00802 0.76831 2.22296 0.0162
H 2.39422 1.59299 -0.51044 0.0323
H -2.75194 -0.16522 -1.69549 0.1214
H 2.54237 -1.50213 1.96279 0.0107
H -4.17456 -0.15009 -0.63839 0.1149
H -0.13951 -0.39702 1.15930 -0.0098
H -0.29258 0.23697 -0.80245 0.0698
H 3.33693 -0.03763 0.27420 0.0307
H 1.22672 1.81894 -1.96000 0.0918
```

Calculated values
Frontier orbital gap in eV: 10.0759
LUMO energy in eV: -3.1559
Charge: +1
HOMO energy in hartree: -0.4863

***

Relative to the most stable one, in hartree, the structures come out at entry w 0.0053; entry x 0.0000.